The following is a DFT calculation (the ωB97M-V functional and the def2-TZVPD basis) of one molecule with the formula C2H2FNO2S in a non-equilibrium geometry.

```
9
Properties=species:S:1:pos:R:3:lowdin_charge:R:1
C 0.716 -1.062 0.960 -0.3187
C -0.030 -0.929 -0.273 -0.0908
N 1.288 -1.209 1.946 0.1825
O 0.906 1.797 0.011 -0.2381
O -1.436 1.343 0.578 -0.2247
F -0.619 1.290 -1.760 -0.2108
S -0.306 1.094 -0.165 0.6558
H -0.959 -1.407 0.041 0.1038
H 0.441 -0.917 -1.337 0.1410
```

Values from the calculation:
Gap between HOMO and LUMO   11.7 eV
Charge   0
Structure (SMILES)   N#CCS(=O)(=O)F